{"formula": "C30H86N4O14", "method": "ωB97M-V/def2-TZVPD", "species": ["C", "O", "C", "C", "C", "N", "H", "H", "H", "H", "H", "H", "H", "H", "H", "H", "H", "C", "O", "C", "C", "C", "N", "H", "H", "H", "H", "H", "H", "H", "H", "H", "H", "H", "C", "O", "C", "C", "C", "N", "H", "H", "H", "H", "H", "H", "H", "H", "H", "H", "H", "C", "O", "C", "C", "C", "N", "H", "H", "H", "H", "H", "H", "H", "H", "H", "H", "H", "O", "C", "C", "O", "H", "H", "H", "H", "H", "H", "O", "C", "C", "O", "H", "H", "H", "H", "H", "H", "O", "C", "C", "O", "H", "H", "H", "H", "H", "H", "C", "C", "O", "H", "H", "H", "H", "H", "H", "C", "C", "O", "H", "H", "H", "H", "H", "H", "C", "C", "O", "H", "H", "H", "H", "H", "H", "C", "C", "O", "H", "H", "H", "H", "H", "H"], "positions_angstrom": [[-2.2318, -4.0381, -2.2273], [-3.5618, -3.8894, -1.7558], [-4.1833, -2.7096, -2.2916], [-5.6488, -2.7182, -1.9086], [-6.4227, -1.6350, -2.5668], [-5.7927, -2.6570, -0.4547], [-1.5720, -3.2445, -1.8692], [-2.1877, -4.0126, -3.3028], [-1.9007, -4.9552, -1.8131], [-3.6574, -1.7974, -1.8996], [-4.0661, -2.6195, -3.3745], [-5.9241, -3.7617, -2.1017], [-7.4498, -1.6031, -2.0826], [-6.4917, -1.8687, -3.6925], [-5.9693, -0.6928, -2.4774], [-5.6932, -1.7254, -0.1968], [-5.1280, -3.2906, 0.0806], [1.5947, -3.7664, -2.1276], [1.6592, -2.5079, -2.7650], [2.8797, -1.8882, -2.3901], [3.1723, -0.6798, -3.2258], [3.4086, -0.9348, -4.7263], [4.3300, -0.0310, -2.6079], [0.5885, -4.1430, -2.1484], [1.8312, -3.7034, -1.0704], [2.2230, -4.4845, -2.6382], [2.7771, -1.4593, -1.3738], [3.7016, -2.6220, -2.4277], [2.2774, -0.1013, -3.1021], [2.4260, -1.4284, -5.0812], [4.2303, -1.5924, -4.8936], [3.4910, 0.0111, -5.1974], [4.5564, 0.8733, -3.0541], [4.2203, 0.0887, -1.6061], [-5.3712, 2.9766, 3.8162], [-4.4747, 2.2989, 2.9400], [-4.4010, 0.8960, 3.2995], [-5.2473, 0.0380, 2.3109], [-5.0582, -1.4660, 2.5623], [-5.0162, 0.4083, 0.9695], [-6.1643, 2.3320, 4.1960], [-5.8183, 3.8518, 3.3392], [-4.7606, 3.3247, 4.6486], [-3.3662, 0.7389, 3.1406], [-4.5514, 0.7762, 4.3852], [-6.3006, 0.3336, 2.5637], [-4.2228, -1.8383, 2.0196], [-5.8786, -1.9270, 2.0630], [-4.9996, -1.8529, 3.5461], [-4.0489, 0.1253, 0.6761], [-5.0052, 1.4359, 1.0417], [7.9532, -1.5336, -2.1203], [7.3181, -1.7656, -0.8535], [7.1207, -0.6424, -0.0701], [6.3739, -0.9336, 1.1652], [6.8582, -2.2268, 1.8957], [4.9680, -0.9718, 0.7588], [8.9476, -1.0624, -1.9504], [7.3091, -0.9470, -2.7660], [8.0559, -2.5194, -2.4988], [8.0874, -0.1191, 0.0738], [6.5433, 0.1040, -0.6099], [6.5279, -0.0327, 1.7865], [6.6887, -3.0561, 1.1498], [6.4257, -2.3932, 2.8358], [7.9392, -2.1440, 1.9342], [4.3795, -1.3115, 1.5151], [4.9512, -1.6517, 0.0134], [-0.7653, 2.3597, -0.9568], [0.5864, 2.8176, -0.8805], [1.1916, 2.6730, -2.2843], [2.6089, 2.6884, -2.1957], [-1.3983, 3.1602, -1.0368], [0.7239, 3.8113, -0.5284], [1.1856, 2.2091, -0.1623], [0.8529, 3.5486, -2.9095], [0.9720, 1.7205, -2.8253], [2.8152, 2.1575, -1.4611], [1.2155, -0.5540, 1.0636], [0.2418, -0.8975, 0.0250], [-1.1993, -0.8178, 0.5173], [-1.7459, 0.4637, 0.6051], [1.1537, 0.4110, 1.1869], [0.4915, -0.3210, -0.8621], [0.3936, -1.9511, -0.1724], [-1.3520, -1.3253, 1.4983], [-1.8019, -1.3805, -0.1594], [-1.3458, 1.1056, 0.0074], [-2.6205, 4.4237, -0.5457], [-3.7710, 3.8668, 0.0191], [-4.5361, 4.9760, 0.7374], [-3.4941, 5.7127, 1.4814], [-2.3678, 5.1234, 0.1842], [-4.3250, 3.4084, -0.7881], [-3.5539, 3.0993, 0.7441], [-5.2991, 4.5868, 1.4560], [-4.9616, 5.6473, 0.0541], [-3.5927, 6.6535, 1.5538], [0.8547, -3.1978, 3.5093], [2.0495, -3.0310, 2.5744], [2.7777, -1.8610, 2.8091], [1.2934, -3.3903, 4.4722], [0.1816, -3.9527, 3.2273], [0.3143, -2.2863, 3.5987], [1.6941, -3.1083, 1.5548], [2.6822, -3.8239, 2.7337], [2.2753, -1.1722, 2.3881], [-2.4115, 0.4449, -3.5048], [-1.4140, -0.6496, -3.7276], [-0.9243, -1.1517, -2.5100], [-2.9075, 0.6880, -4.4642], [-1.9116, 1.3786, -3.2144], [-3.1769, 0.3127, -2.7555], [-0.5012, -0.2268, -4.2929], [-1.8240, -1.5129, -4.4223], [-0.0420, -1.5196, -2.6211], [-0.7426, 3.2755, 4.1380], [-0.2787, 1.8683, 3.6729], [0.0803, 1.9936, 2.3285], [0.1467, 3.9298, 4.0902], [-1.0785, 3.2551, 5.1784], [-1.5544, 3.7380, 3.5531], [-1.0987, 1.1302, 3.7906], [0.5788, 1.5369, 4.1872], [-0.6600, 1.6639, 1.8400], [3.7737, 2.8853, 2.3150], [4.2184, 2.6570, 0.8535], [3.6143, 1.5320, 0.2732], [4.3649, 3.7062, 2.6900], [4.0210, 2.0025, 2.8527], [2.6972, 3.0578, 2.3808], [5.3227, 2.5949, 0.8984], [4.0892, 3.4993, 0.1323], [3.9447, 0.6999, 0.6977]], "forces_ev_per_a": [[-0.467, 0.841, 0.739], [-0.255, 0.821, -0.736], [0.892, 0.753, 0.421], [1.577, -1.766, 1.460], [-2.349, -1.696, -1.603], [0.198, -2.256, 0.417], [-0.184, 0.122, 0.086], [-0.002, -0.263, -0.642], [0.461, -1.074, 0.070], [-0.403, -0.573, 0.021], [0.073, -0.500, -0.305], [-0.666, 0.307, -0.845], [1.099, 0.076, -0.876], [-0.202, 0.443, 1.634], [0.730, 1.363, 0.334], [0.434, 1.943, 1.105], [-1.030, 1.298, -1.257], [-0.504, -0.117, -0.012], [0.102, 0.004, 0.213], [0.313, 0.096, 0.325], [0.966, 0.022, -0.377], [-3.034, -1.046, 1.262], [0.478, 0.222, -0.701], [-0.615, -0.013, -0.354], [0.454, 0.099, 0.259], [0.406, -0.199, 0.013], [0.093, -0.666, 0.075], [-0.123, 0.190, 0.067], [-0.766, 0.836, -0.274], [1.617, 0.654, 0.171], [0.704, -0.335, -0.212], [0.351, 0.772, -0.757], [-0.420, -0.737, 0.553], [-0.046, 0.293, -0.114], [0.582, 0.301, 0.075], [-1.288, -0.328, 0.391], [0.321, 0.696, -0.609], [-0.618, 0.024, 3.354], [-0.608, 0.924, -1.282], [1.213, 0.532, -1.325], [-0.068, -0.055, -0.123], [0.087, -0.166, -0.130], [-0.239, 0.169, 0.371], [1.247, -0.901, -0.277], [-0.493, -0.178, -0.400], [0.518, -0.470, -0.264], [1.169, -0.099, -0.401], [-0.837, -0.645, -0.176], [-0.044, 0.184, 1.222], [-0.984, 0.488, 0.400], [0.094, -0.481, -0.722], [-0.086, 0.457, 1.669], [0.014, -0.863, -0.655], [1.574, 1.525, -1.242], [-0.343, -0.151, 1.570], [0.606, 0.511, -3.388], [-0.236, 0.032, 0.584], [-0.544, -0.160, -0.297], [-0.030, 0.309, -0.149], [0.361, -0.738, -0.698], [0.004, -0.394, 0.486], [-0.362, 0.216, -0.341], [-0.148, -0.415, 0.129], [-0.092, 0.547, 1.091], [-0.678, -0.231, 1.195], [0.281, -0.117, 0.507], [-0.044, -0.338, 0.004], [-0.492, -0.237, -0.272], [-0.920, 1.904, 0.192], [0.343, -1.936, -0.925], [0.463, 0.330, -0.601], [-0.421, 1.785, -1.605], [1.112, -1.369, 0.458], [-0.359, 1.083, 0.232], [-0.647, 0.014, -0.428], [0.403, -0.944, 0.402], [-0.812, 0.608, 0.649], [0.896, -1.299, 1.717], [-0.732, 0.492, -0.710], [0.474, -0.146, 1.702], [0.259, -0.230, 0.180], [-0.576, 0.517, 1.358], [0.059, -0.258, 0.196], [-0.463, 0.116, -0.038], [0.312, -0.264, -0.243], [0.606, 0.416, -0.396], [-0.388, -0.624, -0.837], [0.298, 0.241, -0.867], [1.328, 1.919, 1.439], [-0.627, 0.081, 0.319], [0.760, -0.089, 1.681], [-0.056, -1.630, -0.034], [-0.294, -1.621, -1.839], [-0.522, 0.001, -0.122], [0.395, -0.403, 0.357], [0.660, 0.262, -0.690], [-0.829, 0.883, -1.050], [-0.656, 0.521, -0.254], [1.626, 0.885, 0.339], [-1.986, 0.779, -0.234], [0.749, -0.275, 0.564], [-0.206, -0.290, 0.696], [-0.732, -1.231, -0.421], [-0.531, 0.918, -0.083], [0.050, 0.249, -0.606], [1.693, -1.943, 0.294], [-0.528, 0.726, -0.452], [-0.102, 1.429, -0.901], [1.320, -1.097, -2.039], [-0.539, 0.132, 0.389], [0.089, -0.240, 0.386], [0.141, -0.272, 0.058], [-0.190, -0.684, 0.228], [-1.428, -0.432, 0.440], [0.513, 1.472, 1.364], [0.320, -0.218, -0.303], [0.621, -0.216, 0.585], [-2.125, 1.396, -0.087], [1.028, -0.122, -0.665], [-0.460, -0.100, -0.016], [0.055, -0.014, 0.050], [0.338, -0.549, -0.100], [0.436, 0.214, 0.035], [0.940, -0.345, 0.999], [-0.853, -0.362, -0.936], [-0.296, 0.514, -1.811], [0.795, 0.861, 0.211], [-0.169, -0.623, 0.072], [-0.076, 0.394, 0.427], [0.192, -0.803, 0.660], [0.110, 0.141, 0.101], [-0.157, -0.520, -0.170], [-0.519, -0.358, 0.813], [0.092, 0.358, -0.587]], "multiplicity": 1, "smiles": "COC[C@H](C)N.COC[C@H](C)N.COC[C@H](C)N.COC[C@H](C)N.OCCO.OCCO.OCCO.CCO.CCO.CCO.CCO", "gap_ev": 8.9, "charge": 0}